one:
Molecular formula: C8H8N2O
Method: DFT, ωB97M-V/def2-TZVPD

Results
* HOMO energy: -8.7 eV
* frontier orbital gap: 8.91 eV
* SMILES: O=C1NCc2ccccc2N1
* 2S+1: 1

```
19
C8H8N2O (ωB97M-V/def2-TZVPD)
O -3.518 -0.784 -0.126
C -2.381 -0.399 -0.114
N -2.005 0.765 0.698
C -1.012 1.455 0.018
C 0.295 0.561 -0.187
C 1.609 1.233 -0.439
C 2.608 0.254 0.040
C 2.360 -1.117 0.159
C 1.086 -1.776 0.077
C 0.000 -0.768 -0.052
N -1.391 -1.122 -0.498
H -2.923 1.208 0.787
H -0.933 2.573 0.409
H -1.196 1.877 -1.088
H 1.798 2.320 -0.569
H 3.526 0.708 0.129
H 3.154 -1.895 0.736
H 0.693 -2.920 0.554
H -1.771 -2.175 -0.534
```

Atomic partial charges in e from the natural (NBO) method, atoms 1 to 4: O -0.63; C 0.77; N -0.65; C -0.26

---

two:
Molecular formula: C8H8N2O
Method: DFT, ωB97M-V/def2-TZVPD

Results
* HOMO energy: -8.1 eV
* frontier orbital gap: 8.77 eV
* 2S+1: 1

```
19
C8H8N2O (ωB97M-V/def2-TZVPD)
C 1.997 0.353 -2.559
C 0.141 0.102 -1.336
C -0.081 -1.242 -0.892
C -0.540 -1.642 0.285
C -0.808 -0.481 1.271
C -1.321 -0.544 2.517
C -0.727 0.873 0.911
C -0.201 1.090 -0.372
H 2.648 1.353 -1.953
H 2.182 -0.495 -2.373
H 2.463 0.549 -3.515
H 0.153 -1.895 -1.528
H -0.576 -2.821 0.725
H -1.468 -1.352 3.351
H -2.003 1.190 3.762
H 0.012 2.237 -0.584
N -1.467 0.745 2.895
N -1.046 1.531 1.937
O 0.643 0.450 -2.540
```

Atomic partial charges in e from the natural (NBO) method, atoms 1 to 4: C -0.16; C 0.29; C -0.29; C -0.13

---

three:
Molecular formula: C8H8N2O
Method: DFT, ωB97M-V/def2-TZVPD

Results
* HOMO energy: -8.2 eV
* frontier orbital gap: 7.60 eV
* SMILES: CC#CC(=O)n1ccnc1C
* 2S+1: 1

```
19
C8H8N2O (ωB97M-V/def2-TZVPD)
C -3.915 0.166 0.436
C -2.500 -0.230 0.235
C -1.414 -0.785 0.163
C -0.180 -1.419 0.288
O 0.110 -2.572 0.420
N 1.132 -0.154 0.114
C 0.950 1.233 0.222
C 2.194 1.724 0.220
N 3.092 0.749 0.160
C 2.436 -0.390 0.071
C 2.930 -1.773 0.006
H -4.316 0.735 -0.542
H -4.532 -0.760 0.734
H -3.803 0.896 1.335
H 0.058 1.831 0.113
H 2.626 2.668 0.191
H 2.792 -2.362 1.006
H 2.178 -2.309 -0.542
H 3.797 -1.881 -0.522
```

Atomic partial charges in e from the natural (NBO) method, atoms 1 to 4: C -0.72; C 0.20; C -0.22; C 0.73

---

Which structure wins on stability? one wins.

---

one:
Molecular formula: C10H22P2
Method: DFT, ωB97M-V/def2-TZVPD

Results
* HOMO energy: -8.4 eV
* frontier orbital gap: 8.70 eV
* SMILES: [H]/P=C(\PCC(C)(C)C)C(C)(C)C
* 2S+1: 1

```
34
C10H22P2 (ωB97M-V/def2-TZVPD)
H -0.415 2.485 0.872
P -1.719 2.026 1.052
C -1.521 0.611 0.205
P -0.027 0.188 -0.770
C 1.268 0.392 0.501
C 2.704 0.294 0.004
C 3.001 -1.111 -0.439
C 2.989 1.205 -1.234
C 3.666 0.575 1.140
C -2.899 -0.343 -0.046
C -2.665 -1.653 0.690
C -3.041 -0.522 -1.579
C -4.089 0.272 0.565
H 0.230 -1.131 -0.711
H 1.155 -0.093 1.535
H 1.097 1.534 0.851
H 3.935 -1.288 -0.950
H 2.360 -1.447 -1.206
H 2.976 -1.863 0.310
H 2.761 2.210 -1.271
H 2.587 0.832 -2.150
H 4.020 1.216 -1.194
H 3.494 1.560 1.411
H 3.263 0.113 2.076
H 4.724 0.405 0.928
H -1.843 -2.248 0.160
H -2.135 -1.423 1.699
H -3.483 -2.322 0.934
H -3.671 -1.490 -1.694
H -3.385 0.449 -2.004
H -1.910 -0.583 -1.942
H -4.979 -0.439 0.379
H -4.484 1.161 0.181
H -3.962 0.429 1.700
```

Atomic partial charges in e from the natural (NBO) method, atoms 1 to 4: H -0.07; P 0.46; C -0.69; P 0.59

---

two:
Molecular formula: C10H22P2
Method: DFT, ωB97M-V/def2-TZVPD

Results
* HOMO energy (spin up / spin down): -7.7 / -7.7 eV
* frontier orbital gap (spin up / spin down): 6.76 / 6.75 eV
* 2S+1: 1

```
34
C10H22P2 (ωB97M-V/def2-TZVPD)
C 1.437 -0.270 -0.571
C 2.916 0.114 1.461
C 3.587 0.634 -1.070
C 3.409 -1.675 -0.158
C -2.756 -0.794 1.390
C -3.187 1.314 -0.053
C -3.739 -0.515 -1.148
C -1.243 -0.349 -0.664
C 2.819 -0.281 -0.076
C -2.672 -0.141 -0.084
P 0.185 2.479 -0.579
P 0.131 0.492 0.254
H 3.991 0.256 1.611
H 2.490 1.107 1.810
H 2.379 -0.649 1.949
H 3.418 1.579 -0.705
H 4.626 0.165 -1.029
H 3.198 0.389 -1.992
H 4.362 -1.580 0.172
H 3.415 -2.040 -1.164
H 2.797 -2.469 0.239
H -3.741 -0.775 1.577
H -2.362 -0.071 1.980
H -2.352 -1.847 1.319
H -4.232 1.388 0.088
H -2.845 1.878 -0.889
H -2.734 1.863 0.724
H -3.485 0.064 -1.942
H -3.659 -1.617 -1.446
H -4.793 -0.382 -0.692
H -1.127 -1.494 -0.594
H -1.048 0.101 -1.613
H 1.164 2.890 0.203
H -0.347 0.237 1.691
```

Atomic partial charges in e from the natural (NBO) method, atoms 1 to 4: C -0.26; C -0.63; C -0.56; C -0.59

---

Which structure wins on stability? one wins.

---

one:
Molecular formula: C4H12N2O2
Method: DFT, ωB97M-V/def2-TZVPD

Results
* HOMO energy: -7.8 eV
* frontier orbital gap: 8.49 eV
* 2S+1: 1

```
20
C4H12N2O2 (ωB97M-V/def2-TZVPD)
C -1.278 0.043 0.265
C 1.173 0.358 0.798
C -1.230 0.172 -1.074
C 1.575 -0.446 -2.035
N -1.256 -1.235 0.894
N -1.656 1.082 1.136
O 1.441 1.586 1.154
O 1.169 -0.461 1.857
H 1.574 1.680 2.120
H 0.637 -1.256 1.608
H 1.368 -0.094 -0.880
H -1.924 -1.283 1.655
H -1.437 -1.981 0.235
H -1.086 1.158 1.967
H -1.726 1.976 0.672
H -1.198 1.146 -1.527
H -1.223 -0.686 -1.722
H 2.652 -0.356 -2.153
H 1.110 0.094 -2.851
H 1.315 -1.497 -2.119
```

Atomic partial charges in e from the natural (NBO) method, atoms 1 to 4: C 0.31; C 0.51; C -0.52; C -0.93

---

two:
Molecular formula: C4H12N2O2
Method: DFT, ωB97M-V/def2-TZVPD

Results
* HOMO energy: -9.0 eV
* frontier orbital gap: 9.89 eV
* SMILES: CC[C@@H](N)C(N)=O.O
* 2S+1: 1

```
20
C4H12N2O2 (ωB97M-V/def2-TZVPD)
C 0.133 0.986 -2.286
C 0.906 -0.141 -1.347
C -0.088 -0.960 -0.460
N 0.410 -2.337 -0.558
C -0.008 -0.343 0.950
N -1.163 0.544 1.007
O 0.854 -0.265 1.770
H -0.306 0.265 -3.026
H 0.878 1.615 -2.803
H -0.502 1.725 -1.741
H 1.543 -0.671 -2.082
H 1.572 0.454 -0.565
H -1.180 -0.754 -0.957
H -0.081 -3.178 -0.441
H 1.347 -2.347 -0.325
H -2.040 0.373 0.522
H -1.358 1.019 1.789
O -0.731 1.510 3.606
H -0.268 0.540 3.459
H 0.084 1.964 3.488
```

Atomic partial charges in e from the natural (NBO) method, atoms 1 to 4: C -0.63; C -0.39; C -0.14; N -0.87

---

three:
Molecular formula: C4H12N2O2
Method: DFT, ωB97M-V/def2-TZVPD

Results
* HOMO energy (spin up / spin down): -7.1 / -7.1 eV
* frontier orbital gap (spin up / spin down): 7.91 / 7.91 eV
* 2S+1: 1

```
20
C4H12N2O2 (ωB97M-V/def2-TZVPD)
C 0.249 0.526 -0.527
C -1.299 -1.150 -0.655
C 2.551 -0.079 1.408
C -2.358 -0.841 0.354
N -0.339 1.608 0.099
N 0.384 0.699 -1.902
O 0.287 -0.610 0.120
O 2.050 0.557 0.278
H -0.149 1.554 1.092
H -0.812 2.247 -0.522
H 1.001 -0.017 -2.262
H 0.759 1.618 -2.107
H -1.529 -0.835 -1.671
H -1.013 -2.198 -0.700
H 1.870 -0.053 2.273
H 3.494 0.403 1.713
H 2.795 -1.132 1.195
H -3.269 -1.415 0.140
H -2.031 -1.098 1.364
H -2.640 0.215 0.312
```

Atomic partial charges in e from the natural (NBO) method, atoms 1 to 4: C 0.90; C -0.12; C -0.23; C -0.66

---

Which structure wins on stability? two wins.

---

one:
Molecular formula: C4H12N2O2
Method: DFT, ωB97M-V/def2-TZVPD

Results
* HOMO energy: -8.8 eV
* frontier orbital gap: 9.64 eV
* SMILES: CC(=O)N(C)N.CO
* 2S+1: 1

```
20
C4H12N2O2 (ωB97M-V/def2-TZVPD)
C -1.736 0.087 0.815
C -1.043 -0.738 -0.231
O -1.587 -1.353 -1.125
N 0.388 -0.933 -0.018
C 0.964 -0.934 1.322
N 1.019 -1.860 -0.892
H -2.722 0.353 0.441
H -1.843 -0.499 1.728
H -1.184 0.990 1.060
H 0.843 0.063 1.745
H 0.495 -1.677 1.970
H 2.025 -1.148 1.228
H 0.535 -2.758 -0.825
H 0.815 -1.518 -1.832
C 0.397 1.731 -1.154
O 0.461 2.400 0.107
H 1.344 1.816 -1.703
H -0.386 2.170 -1.780
H 0.509 0.487 -0.830
H 0.706 3.322 -0.027
```

Atomic partial charges in e from the natural (NBO) method, atoms 1 to 4: C -0.74; C 0.71; O -0.58; N -0.35

---

two:
Molecular formula: C4H12N2O2
Method: DFT, ωB97M-V/def2-TZVPD

Results
* HOMO energy: -7.8 eV
* frontier orbital gap: 8.56 eV
* 2S+1: 1

```
20
C4H12N2O2 (ωB97M-V/def2-TZVPD)
C 1.354 -0.466 0.440
C -2.010 0.096 -0.460
C 2.293 -0.626 -0.758
C -2.252 1.515 -0.860
N 0.200 0.321 0.098
N -0.776 -0.389 -0.434
O 1.958 0.223 1.498
O 1.017 -1.791 0.865
H 2.861 -0.098 1.596
H 0.634 -1.709 1.749
H -0.805 0.786 1.586
H -0.689 -1.410 -0.338
H -2.777 -0.628 -0.696
H -1.606 0.534 1.732
H 1.778 -1.148 -1.561
H 2.592 0.360 -1.103
H 3.171 -1.202 -0.468
H -2.995 1.985 -0.214
H -2.614 1.555 -1.889
H -1.333 2.091 -0.783
```

Atomic partial charges in e from the natural (NBO) method, atoms 1 to 4: C 0.60; C 0.01; C -0.65; C -0.68

---

three:
Molecular formula: C4H12N2O2
Method: DFT, ωB97M-V/def2-TZVPD

Results
* HOMO energy: -9.0 eV
* frontier orbital gap: 9.70 eV
* SMILES: CC(=O)NCCN.O
* 2S+1: 1

```
20
C4H12N2O2 (ωB97M-V/def2-TZVPD)
C -1.276 2.258 -0.069
C -1.221 1.011 0.753
O -1.215 1.004 1.975
N -1.255 -0.195 0.098
C -0.705 -0.505 -1.222
C 0.839 -0.706 -1.089
N 1.103 -2.038 -0.490
H -1.020 1.983 -1.092
H -2.295 2.650 -0.133
H -0.692 3.072 0.358
H -1.305 -0.982 0.698
H -1.029 -1.541 -1.370
H -0.932 0.189 -2.020
H 1.383 -0.565 -2.023
H 1.157 -0.039 -0.307
H 1.748 -1.895 0.261
H 1.763 -2.548 -1.078
O 1.392 -0.551 1.979
H 1.202 -0.058 2.787
H 2.359 -0.546 1.983
```

Atomic partial charges in e from the natural (NBO) method, atoms 1 to 4: C -0.72; C 0.68; O -0.64; N -0.62

---

four:
Molecular formula: C4H12N2O2
Method: DFT, ωB97M-V/def2-TZVPD

Results
* HOMO energy (spin up / spin down): -7.8 / -7.9 eV
* frontier orbital gap (spin up / spin down): 7.75 / 8.03 eV
* 2S+1: 1

```
20
C4H12N2O2 (ωB97M-V/def2-TZVPD)
C 1.012 1.254 1.074
N 0.526 0.718 -0.167
N 2.245 -2.043 0.436
O 1.077 -1.582 0.026
H 1.200 0.558 -0.903
H 2.566 -2.850 -0.095
H 2.384 -1.967 1.441
H 0.301 1.154 1.896
H 1.230 2.327 0.990
H 1.917 0.752 1.424
C -1.923 0.941 0.271
C -1.051 -0.336 -1.710
C -0.805 0.018 -0.231
O -0.703 -1.101 0.567
H -1.779 1.175 1.328
H -2.887 0.434 0.176
H -1.962 1.876 -0.299
H -0.254 -0.983 -2.084
H -1.109 0.552 -2.348
H -1.985 -0.896 -1.791
```

Atomic partial charges in e from the natural (NBO) method, atoms 1 to 4: C -0.41; N -0.65; N -0.37; O -0.29

---

Which structure wins on stability? three wins.